Model i:
9
Properties=species:S:1:pos:R:3:mulliken_charge:R:1 method="wB97M-V/def2-TZVPD" gap_ev=10.6 homo_ev=-9.98
Br 1.8170 0.8488 0.1432 -0.0862
O -0.9106 1.6915 0.9129 -0.6893
C 0.8670 -0.6347 -0.4065 -0.1195
C -0.4612 -0.7740 -0.4525 -0.9273
H -1.0267 0.0228 -0.2649 0.6778
H -0.4429 0.5539 1.3286 0.3865
H -0.9653 -1.8925 -0.6410 0.1718
H -0.4115 1.7051 -0.0154 0.2891
H 1.5341 -1.5209 -0.6044 0.2971


Model ii:
9
Properties=species:S:1:pos:R:3:mulliken_charge:R:1 method="wB97M-V/def2-TZVPD" gap_ev=11.2 homo_ev=-10.38
Br 1.1966 0.8863 -2.2294 -0.1316
O 1.0280 0.6704 1.4007 -0.5807
C 0.3670 -0.3748 -0.9939 -0.7121
C -0.3320 0.1391 0.2359 -0.3925
H -0.9368 0.9382 -0.0052 0.4049
H -0.2693 -1.0372 -1.4526 0.4796
H -0.9036 -0.6671 0.8298 0.2734
H 0.4852 1.1605 2.0066 0.2723
H 1.0143 -1.0653 -0.5899 0.3867


model ii is favored, and the nearest alternative lies 1.282 eV above it.


Model i:
19
Properties=species:S:1:pos:R:3:mulliken_charge:R:1 method="wB97M-V/def2-TZVPD" gap_ev="6.7 / 5.0" homo_ev="-3.09 / -3.07" charge=-1 spin_multiplicity=2
O 2.2752 0.1136 -0.9966 -0.5100
O -1.1988 -0.8239 -2.5429 -1.0878
N -1.5048 -0.8759 2.0641 -0.5193
C 2.0738 1.1669 -0.3198 0.0421
C 0.7329 1.6472 0.0333 -0.4942
C -0.2494 -1.5411 2.0630 -0.7369
C -1.3675 -0.0733 0.4348 -0.8372
C -0.4606 0.9070 -0.4761 -0.3080
H -1.1225 1.6528 -0.8486 0.3833
H 0.0566 -2.2581 2.7893 0.4051
H -1.2857 0.2748 1.5931 0.3391
H 0.9442 2.5047 0.7273 0.2511
H -0.3030 0.2892 -1.4276 0.3709
H 2.8767 1.7124 0.1945 0.3054
H -0.6701 -1.5780 -3.0040 0.1371
H 0.4658 -0.7223 2.2898 0.2088
H -1.1891 -0.9281 -0.2157 0.5082
H -2.3851 0.2015 0.2625 0.3120
H 0.1596 -1.9752 1.0960 0.2304


Model ii:
19
Properties=species:S:1:pos:R:3:mulliken_charge:R:1 method="wB97M-V/def2-TZVPD" gap_ev="2.7 / 8.7" homo_ev="0.99 / -5.10" charge=-1 spin_multiplicity=2
O 1.2136 -4.1983 2.1903 -1.4486
O 1.0457 1.5817 2.3443 -1.1474
N 0.8182 0.3178 -2.1733 0.2886
C -0.7534 0.8417 -0.7167 1.6592
C -1.8225 1.6190 0.0446 -1.5192
C 0.2647 -0.8652 -1.7858 -0.7888
C 0.2076 1.3664 -1.5376 -1.6742
C -0.7493 -0.5600 -0.8881 -1.1853
H 1.6434 0.4010 -2.7272 0.2733
H 0.5857 0.8100 2.7149 0.4750
H -2.6569 0.9869 0.3269 0.3221
H 0.7523 -3.3898 1.9311 0.4584
H -1.4563 -1.2601 -0.4772 0.6623
H 0.5170 2.3668 -1.7745 0.4466
H 1.7293 -4.0083 3.0086 0.6318
H 1.5645 1.2734 1.5971 0.3536
H -2.2180 2.3310 -0.6879 0.3359
H 0.6407 -1.7636 -2.2423 0.4801
H -1.3263 2.1496 0.8530 0.3765


Model iii:
19
Properties=species:S:1:pos:R:3:mulliken_charge:R:1 method="wB97M-V/def2-TZVPD" gap_ev="3.1 / 6.8" homo_ev="0.64 / -3.15" charge=-1 spin_multiplicity=2
O -1.1537 -0.2471 1.9812 -0.4655
O 2.5129 -0.9636 0.8802 -0.5676
N 0.5793 -0.7674 -1.1693 -0.4553
C 0.3692 -0.1886 0.1665 0.2543
C -1.8883 1.0593 0.2235 -1.4248
C 1.3328 -0.7589 1.2504 -0.5782
C 1.5137 0.0719 -1.9521 -0.9410
C -1.1379 -0.2462 0.5411 -0.0688
H 1.0653 -1.6375 -0.9641 0.4195
H 0.7207 0.8563 0.1529 -0.0568
H -1.6244 1.8382 0.9520 0.3601
H 2.2924 0.4920 -1.2972 0.3583
H 2.0638 -0.4772 -2.7160 0.3790
H -1.8781 1.4920 -0.7847 0.3211
H -1.9924 -0.3555 2.4073 0.2398
H 0.9279 -0.9618 2.2403 0.2887
H -2.9789 0.9494 0.3608 0.3987
H -1.7154 -1.0732 0.1481 0.2722
H 0.9910 0.9179 -2.4212 0.2662


model ii is favored, and the nearest alternative lies 1.060 eV above it.


Model i:
63
Properties=species:S:1:pos:R:3:mulliken_charge:R:1 method="wB97M-V/def2-TZVPD" gap_ev=5.9 homo_ev=-11.17 charge=+1
P -0.3798 -3.2424 6.5405 0.0173
F 2.9825 3.1162 9.6066 -0.3084
N 1.1671 -3.7564 6.8555 1.0105
N -0.4690 -3.2966 4.9052 0.2613
C 2.6900 1.7875 9.7073 0.3824
C -1.4494 0.4125 9.6208 0.2066
C 1.8692 -0.7668 10.3531 -0.7604
C -0.9882 -4.5368 4.3408 1.4755
C -2.3111 -4.8284 5.0447 -1.5902
C -1.3229 1.4185 10.6144 -0.3791
C 0.5822 -2.5131 4.2543 -0.8079
C -0.0576 -5.7249 4.6354 -1.4950
C -3.6972 1.8757 10.6218 -0.4535
C -1.1942 -4.3275 2.8470 -2.1291
C 0.2743 -4.6731 8.9516 -1.7966
C 1.0359 0.0538 9.6321 0.4560
C 3.5635 0.9925 10.4395 -0.6597
C 1.9453 -3.1478 4.5165 -0.5969
C 1.4464 1.3310 9.2635 -0.6798
C -3.8324 0.9064 9.6312 -0.5897
C 2.5588 -3.6544 8.8162 -1.5466
C 3.1568 -0.3351 10.7101 -0.5697
C -0.2682 -0.4708 9.0996 0.2491
C 2.2902 -3.3638 5.9914 -0.5756
C -2.4173 2.1400 11.1088 -0.6991
C 2.1446 -5.8786 7.8299 -1.8089
C 1.5126 -4.4926 8.0852 1.2613
C -2.7381 0.1833 9.1494 -0.2672
H 0.7575 2.0293 8.8047 0.5300
H 2.9940 -4.1666 6.2519 0.2564
H 2.0897 -4.1134 4.0101 0.2441
H 4.5109 1.3963 10.7722 0.4577
H -0.5778 -1.4562 9.3877 0.0039
H 2.6072 -2.3790 6.3785 0.3676
H 3.8442 -1.0152 11.1651 0.4523
H -4.8310 0.6878 9.2705 0.3663
H -0.3672 1.6313 11.0833 0.3029
H 0.2716 -5.8937 5.6778 0.1484
H -0.5447 -6.6512 4.3273 0.5664
H 0.5572 -5.1754 9.8846 0.5000
H 0.2638 -2.5241 3.2143 0.4237
H 1.4729 -6.6045 7.3676 0.3876
H 0.7898 -5.7138 3.9568 0.3893
H 3.0788 -5.8961 7.2579 0.4107
H -2.8841 -0.6269 8.4187 0.3215
H 2.2614 -2.6117 8.7343 0.2558
H -1.8331 -3.4505 2.6345 0.3820
H 1.5120 -1.7494 10.6406 0.6975
H -2.7873 -5.6906 4.5904 0.4708
H 0.5831 -1.4907 4.7282 0.3222
H -0.4777 -5.2966 8.4573 0.3985
H 2.6441 -2.3842 4.1653 0.4426
H -0.2271 -4.2577 2.3271 0.4516
H -1.6700 -5.2275 2.4517 0.4803
H 2.3839 -6.3186 8.8088 0.4785
H -0.1844 -0.5357 7.9900 0.1597
H 3.5388 -3.7449 8.3343 0.3518
H -2.2703 2.8858 11.8920 0.3882
H -3.0005 -3.9939 4.8798 0.3903
H -2.1890 -5.0305 6.1280 0.3823
H 2.6379 -3.9068 9.8851 0.5016
H -0.1486 -3.6947 9.2034 0.3411
H -4.5484 2.4546 10.9958 0.3701


Model ii:
63
Properties=species:S:1:pos:R:3:mulliken_charge:R:1 method="wB97M-V/def2-TZVPD" gap_ev=3.4 homo_ev=-9.56 charge=+1
P -6.0843 -1.9627 3.4229 -0.3178
F -11.2591 -0.1040 -5.0166 -0.2883
N -4.5155 -1.4570 3.6109 0.1566
N -6.9424 -0.5235 3.3251 0.7545
C -6.4198 0.5281 2.4478 -0.6567
C -9.2197 -6.9935 -2.9459 -0.2842
C -2.5717 -0.7827 4.9657 -2.1077
C -9.1536 0.2650 2.5789 -1.8165
C -11.2845 0.6937 -2.7783 -0.4221
C -4.0087 -1.2721 5.0057 1.7929
C -9.1982 -5.4147 -1.1226 -0.4098
C -4.0672 -2.6427 5.6734 -1.7784
C -8.9004 -2.0212 3.5772 -1.9488
C -4.9206 0.7906 2.5944 -0.4575
C -10.6392 -0.8067 -0.9923 -0.5701
C -8.9640 -6.6924 -1.6002 -0.7241
C -9.7381 -6.0077 -3.7970 -0.8365
C -11.0665 0.4412 -1.4158 -0.4834
C -9.7224 -4.3754 -1.9628 0.9931
C -10.3524 -1.8660 -1.9154 1.0569
C -8.7023 -0.0046 4.9899 -1.8393
C -9.9138 -3.1009 -1.3621 -0.3531
C -10.5133 -1.5676 -3.3034 -0.5865
C -8.4072 -0.5744 3.6003 1.7168
C -4.8280 -0.2803 5.8298 -1.2809
C -4.0995 -0.4899 2.5727 -1.0861
C -11.0144 -0.3316 -3.6811 0.1552
C -10.0308 -4.7341 -3.3117 -0.2081
H -8.7198 -2.4851 2.6002 0.3106
H -9.7904 -0.0124 5.1307 0.4706
H -5.8782 -0.5760 5.9399 0.1224
H -3.4760 -3.3559 5.0883 0.3997
H -8.9917 -5.1722 -0.0790 0.4039
H -3.0487 -0.2640 2.7670 0.3947
H -6.9598 1.4440 2.7050 0.2230
H -4.5926 1.4305 1.7651 0.4844
H -4.7242 1.3635 3.5114 0.2064
H -10.2278 0.1235 2.7346 0.5250
H -10.2357 -2.2852 -4.0705 0.4773
H -9.9806 -2.0274 3.7668 0.4903
H -6.3031 -2.4949 2.0765 -0.0672
H -3.6396 -2.5782 6.6807 0.4338
H -8.3599 1.0323 5.0902 0.3262
H -8.9466 1.3333 2.7119 0.3769
H -4.3887 -0.2516 6.8345 0.5448
H -11.6537 1.6556 -3.1248 0.4522
H -8.9183 -0.0412 1.5536 0.2858
H -9.9283 -6.2393 -4.8483 0.4017
H -4.7864 0.7339 5.4203 0.2336
H -2.5050 0.2369 4.5719 0.3928
H -9.0217 -7.9948 -3.3252 0.3986
H -10.5220 -1.0075 0.0752 0.3774
H -6.6289 0.2750 1.3897 0.2373
H -11.2487 1.2341 -0.6891 0.4415
H -1.9506 -1.4643 4.3764 0.4109
H -8.4209 -2.6281 4.3589 0.4410
H -4.1925 -0.9663 1.5812 0.4316
H -2.1912 -0.7643 5.9920 0.4899
H -10.5243 -4.0217 -3.9664 0.3195
H -8.5763 -7.4636 -0.9286 0.3945
H -9.7156 -3.0669 -0.2883 0.2704
H -5.0893 -3.0328 5.7576 0.3730
H -8.2590 -0.6017 5.7953 0.3557


model i is favored, and the nearest alternative lies 0.596 eV above it.